# 1
Computed, not measured: a cluster of 2 separate species, C4H12NO2 in total at a distorted geometry, with ωB97M-V with the def2-TZVPD basis set.

As for the HOMO energy (spin up / spin down): -9.804 / -9.701 eV.

ORCA input file:
```
! RIJCOSX wB97M-V def2-TZVPD def2/J DEFGRID3
* xyz 0 2
O 0.240 -1.445 -2.506
O -0.766 2.954 1.024
N -0.870 0.455 -0.757
C -0.283 -1.899 -1.349
C 1.050 -0.611 0.319
C 1.155 0.466 1.370
C -0.359 -0.817 -0.235
H 1.384 1.456 0.974
H 1.413 -1.579 0.681
H -1.104 2.206 0.497
H 0.238 0.636 1.938
H -1.275 -2.306 -1.555
H -0.987 -1.188 0.573
H -1.480 3.602 1.028
H 0.318 -2.751 -0.990
H -1.874 0.392 -0.887
H 1.956 0.255 2.083
H 1.722 -0.376 -0.519
H -0.476 0.551 -1.690
*
```

Results of the natural (NBO) charge analysis, in e, for atoms 1 through 6: number 1, O, carries -0.2776; number 2, O, carries -0.9627; number 3, N, carries -0.8545; number 4, C, carries -0.1552; number 5, C, carries -0.4085; number 6, C, carries -0.6208

***

# 2
Computed, not measured: a structure of composition C26H18HfN6S6Sb at a distorted geometry, with ωB97M-V with the def2-TZVPD basis set.

As for the HOMO energy: -9.522 eV.

ORCA input file:
```
! RIJCOSX wB97M-V def2-TZVPD def2/J DEFGRID3
* xyz 1 1
Hf -1.261 0.759 -0.371
Sb -0.746 4.561 0.416
S 0.468 1.999 -1.944
S -2.429 2.935 -0.109
S -0.291 -1.315 -5.854
S 1.057 3.808 -1.217
S 0.177 3.719 2.475
S -0.422 1.668 5.465
N -1.468 -1.331 0.830
N -5.098 -1.224 0.296
N -0.738 -0.490 -1.886
N -2.664 -3.167 0.922
N -3.524 0.110 -0.442
N 0.134 1.333 1.017
C 3.472 -0.394 -0.734
C -0.119 -1.005 -2.855
C -3.770 -1.026 0.194
C 2.399 0.468 1.259
C 1.182 -0.982 -4.990
C -5.727 -0.165 -0.311
C 1.682 1.921 6.884
C 1.874 -1.310 -7.192
C 3.480 -0.150 0.628
C 2.306 -0.279 -2.940
C 1.161 -0.662 -3.556
C 1.110 1.526 4.664
C 1.210 1.270 3.235
C 0.326 1.925 6.981
C -2.678 -1.844 0.669
C -1.382 -3.514 1.268
C 2.277 0.654 2.687
C 2.425 0.071 -1.536
C -4.740 0.662 -0.750
C 2.242 -1.017 -5.858
C -0.651 -2.368 1.194
C 1.331 0.915 0.472
C 2.130 1.699 5.561
C 0.535 -1.489 -7.339
C 0.100 1.762 2.361
C 1.437 0.855 -0.929
H 4.315 -0.481 1.234
H -6.798 -0.078 -0.362
H 2.341 2.081 7.725
H -1.108 -4.522 1.522
H -0.024 -1.716 -8.233
H 3.225 -0.301 -3.515
H 4.272 -0.960 -1.194
H 2.578 -1.381 -8.008
H 3.172 1.695 5.273
H -3.436 -3.807 0.844
H -0.283 2.078 7.858
H -0.533 -1.930 -3.287
H -0.877 1.580 2.804
H 3.069 0.278 3.324
H -4.822 1.605 -1.261
H 0.397 -2.222 1.397
H -5.564 -1.970 0.784
H 3.267 -0.836 -5.570
*
```

Results of the natural (NBO) charge analysis, in e, for atoms 1 through 6: number 1, Hf, carries 1.9536; number 2, Sb, carries 1.0225; number 3, S, carries 0.2665; number 4, S, carries -0.7643; number 5, S, carries 0.4416; number 6, S, carries -0.3111

***

# 3
Computed, not measured: a cluster of 2 separate species, C3H8NO2 in total at a distorted geometry, with ωB97M-V with the def2-TZVPD basis set.

As for the HOMO energy: -15.788 eV.

ORCA input file:
```
! RIJCOSX wB97M-V def2-TZVPD def2/J DEFGRID3
* xyz 1 1
O 0.827 0.429 1.109
O 2.217 0.744 -0.684
N -1.292 -0.493 -0.056
C -0.717 -1.187 -1.023
C -2.729 -0.590 0.196
C 1.832 1.042 0.581
H 0.440 -1.213 -0.995
H -3.136 -0.012 1.009
H -3.305 -0.270 -0.590
H -0.519 0.086 0.448
H 3.003 1.223 -0.933
H -1.304 -1.657 -1.844
H -3.132 -1.575 0.317
H 2.327 1.891 1.059
*
```

Results of the natural (NBO) charge analysis, in e, for atoms 1 through 6: number 1, O, carries -0.6409; number 2, O, carries -0.6473; number 3, N, carries -0.4153; number 4, C, carries 0.0976; number 5, C, carries -0.4617; number 6, C, carries 0.6871

***

no.,E (eV)
1,-9925.62051
2,-109049.83005
3,-8817.80871